(1)
A cluster of 5 separate species, C25H56Cl4O12 in total in a non-equilibrium geometry. Source: the OMol25 dataset; level of theory: ωB97M-V/def2-TZVPD.

Summary:
LUMO = 0.01375 hartree
2S+1 = 1
SMILES string = ClC(Cl)(Cl)Cl.COCCOCCOC.COCCOCCOC.COCCOCCOC.COCCOCCOC
M = 690.52 g mol⁻¹
Frontier orbital gap = 9.68 eV
DFT total energy = -3729.4526 Ha
HOMO = -9.304 eV

Atoms and positions in Å:
Cl -1.42156 -2.49521 2.44809
C -1.77796 -3.71274 1.18964
Cl -3.41347 -3.40376 0.63498
Cl -0.71968 -3.51766 -0.24074
Cl -1.75357 -5.35449 1.68660
C -7.84843 1.63668 3.30111
O -6.72190 0.90475 2.78700
C -6.48734 -0.20756 3.55995
C -5.30346 -0.94344 2.93152
O -5.61722 -1.28536 1.62376
C -5.22030 -0.37447 0.50779
C -6.09967 -0.74588 -0.66532
O -5.82907 -2.05564 -1.05876
C -6.65854 -3.03194 -0.44924
H -7.72317 1.95511 4.29554
H -8.72208 0.91751 3.26440
H -8.08166 2.46780 2.66694
H -7.30988 -0.91870 3.46752
H -6.26771 0.03676 4.59766
H -5.24048 -1.85752 3.58229
H -4.43047 -0.26693 3.10529
H -4.22255 -0.64007 0.23444
H -5.38047 0.60736 0.93623
H -5.78931 -0.02729 -1.43224
H -7.12666 -0.53889 -0.48187
H -6.51435 -3.04948 0.65465
H -6.34810 -3.94243 -0.85284
H -7.71390 -2.87077 -0.71993
C 5.08704 2.66766 2.00883
O 3.73943 3.04131 2.24316
C 2.98101 1.99884 2.81483
C 3.02148 2.10435 4.37472
O 1.93479 1.52241 5.05374
C 2.00287 0.23894 5.57637
C 1.74161 -0.86843 4.52579
O 2.90184 -1.20621 3.82169
C 2.67021 -2.20383 2.88060
H 5.12040 1.73048 1.42800
H 5.65910 2.55085 2.91338
H 5.51478 3.44701 1.33004
H 3.30551 1.02011 2.46649
H 1.94058 2.05887 2.52631
H 3.08273 3.19281 4.66007
H 3.90900 1.59148 4.77098
H 1.20534 0.22618 6.29167
H 2.92117 -0.09663 6.11764
H 0.98977 -0.46229 3.87968
H 1.38482 -1.73465 5.07227
H 2.00829 -1.85848 2.02487
H 2.17733 -3.10117 3.29271
H 3.63335 -2.55877 2.36294
C 0.01582 4.91165 -5.64430
O -0.19635 3.64198 -5.14811
C 0.67023 2.72908 -5.84568
C 0.60415 1.40767 -5.17675
O 1.06720 1.53793 -3.83639
C 0.17365 1.11525 -2.84809
C 0.17805 2.25959 -1.82271
O -0.32862 1.89540 -0.60325
C -0.20944 2.93069 0.30358
H -0.56662 5.67716 -5.07956
H -0.32263 4.93036 -6.70416
H 1.08074 5.11950 -5.62511
H 1.73257 3.08078 -5.77782
H 0.41603 2.65092 -6.90636
H 1.23663 0.69298 -5.71935
H -0.41845 1.05619 -5.22760
H 0.55773 0.27161 -2.33768
H -0.80556 0.89489 -3.30418
H -0.35943 3.18068 -2.19554
H 1.23669 2.65711 -1.65321
H 0.87130 3.14238 0.38740
H -0.54447 2.58557 1.27300
H -0.80280 3.81058 0.06384
C 4.00402 0.40109 -0.18763
O 3.58416 -0.20490 -1.37456
C 4.48148 -0.08717 -2.44242
C 3.79988 -0.46288 -3.68766
O 3.85303 -1.90201 -3.81711
C 2.83188 -2.59501 -3.13906
C 3.30703 -3.95484 -2.67950
O 3.86781 -4.13468 -1.40004
C 2.93467 -4.34520 -0.36506
H 4.32732 1.41102 -0.43420
H 4.84977 -0.23131 0.12145
H 3.14783 0.54937 0.52654
H 5.36893 -0.73859 -2.33201
H 4.85480 0.95658 -2.50298
H 4.28724 -0.20727 -4.61136
H 2.73661 -0.16615 -3.66002
H 2.01457 -2.73826 -3.78664
H 2.46912 -2.00122 -2.26855
H 4.13076 -4.24214 -3.34099
H 2.50306 -4.66541 -2.87731
H 2.11542 -4.96813 -0.77205
H 2.53653 -3.47029 0.10360
H 3.51814 -4.96911 0.34438

Atoms 1-6, force components in eV/Å:
Cl 0.3554 -0.6541 -0.2136
C -0.5686 0.9423 -0.9983
Cl -0.5923 0.4041 -0.1630
Cl 0.2734 0.1738 0.4861
Cl 0.6188 -0.8432 0.8964
C -0.8590 -2.3366 -1.6253


(2)
A cluster of 7 separate species, C25H56F5N10O6 in total. Source: the OMol25 dataset; level of theory: ωB97M-V/def2-TZVPD.

Summary:
LUMO = -0.14431 hartree
2S+1 = 1
M = 687.78 g mol⁻¹
Frontier orbital gap = 6.71 eV
DFT total energy = -2484.2997 Ha
Total charge = +1
HOMO = -10.632 eV

Atoms and positions in Å:
N 1.31238 -2.16583 1.07694
C 1.29690 -1.31953 -0.10960
N 0.54804 -0.06613 0.18050
C -0.28563 0.35218 -0.99819
C -1.39546 -0.64755 -1.33712
C -1.95874 -1.50711 -0.19142
C -3.11621 -0.93703 0.62078
F -4.31153 -1.22976 0.03823
F -3.11642 -1.49862 1.86597
C -3.13479 0.58487 0.90107
F -4.13093 0.90194 1.71416
F -1.97908 0.95348 1.48566
F -3.27431 1.30020 -0.22389
C 1.42949 0.99003 0.44280
N 1.42049 1.56598 1.72251
N 2.23125 1.41161 -0.49445
H 2.06935 -2.83579 0.98969
H 1.48377 -1.58150 1.88691
H 0.77758 -1.84281 -0.91501
H 2.30921 -1.09068 -0.46757
H 0.42139 0.45891 -1.81724
H -0.71851 1.33547 -0.79419
H -2.20460 -0.10938 -1.83668
H -1.00061 -1.33351 -2.09341
H -2.37372 -2.41324 -0.64491
H -1.19758 -1.82782 0.52080
H 2.37130 1.79517 2.01165
H 0.89701 2.44114 1.73068
H 2.23809 0.95391 -1.41483
H 2.87792 2.17484 -0.34322
C -1.64207 3.09955 6.03899
O -1.49969 3.73373 7.06568
N -2.58135 2.16243 5.82822
C -2.70767 1.49118 4.55021
C -3.49088 1.82737 6.91306
H -0.99289 3.25551 5.15653
H -3.69843 1.65685 4.12684
H -2.55317 0.41665 4.67192
H -1.96220 1.87616 3.85902
H -4.05270 2.70723 7.22553
H -2.93614 1.45947 7.77576
H -4.18071 1.06002 6.57156
C 2.40810 -0.90818 -3.97360
O 1.71255 -0.25558 -3.19059
N 3.72867 -1.02843 -3.90796
C 4.47079 -1.88311 -4.82131
C 4.46040 -0.31811 -2.87604
H 1.95447 -1.47987 -4.79346
H 4.98369 -2.65770 -4.25532
H 5.19500 -1.29586 -5.38712
H 3.78405 -2.36170 -5.51448
H 4.12139 -0.63117 -1.88566
H 4.31775 0.75995 -2.98130
H 5.51767 -0.54533 -2.96890
C 2.19743 -4.36568 -3.54160
O 3.38287 -4.33406 -3.25369
N 1.63509 -5.27400 -4.35135
C 0.21733 -5.26481 -4.66119
C 2.48427 -6.30511 -4.93331
H 1.47152 -3.63020 -3.14847
H -0.25314 -6.19435 -4.33822
H 0.05798 -5.14828 -5.73387
H -0.26274 -4.43480 -4.14584
H 2.95890 -6.89488 -4.14977
H 3.27109 -5.85611 -5.53863
H 1.87500 -6.95363 -5.55652
C 3.32992 -5.03404 0.76037
O 3.73898 -4.29820 1.64465
N 2.81312 -6.25497 0.94971
C 2.33836 -7.07010 -0.15066
C 2.73503 -6.77334 2.30871
H 3.35468 -4.73526 -0.30384
H 1.27824 -7.29931 -0.02921
H 2.89438 -8.00713 -0.20331
H 2.47717 -6.53184 -1.08690
H 2.12078 -6.12165 2.92950
H 3.72801 -6.82567 2.75359
H 2.29702 -7.76734 2.28294
C -3.94893 2.55830 -4.16676
O -3.75221 2.40422 -5.35403
N -4.07623 3.75276 -3.55560
C -4.28524 3.85499 -2.12724
C -3.99282 4.95946 -4.36281
H -4.03687 1.70780 -3.46552
H -5.22250 4.36597 -1.89967
H -3.46776 4.40852 -1.65846
H -4.32398 2.85642 -1.70166
H -4.77198 4.96418 -5.12451
H -3.02952 5.01486 -4.86994
H -4.11316 5.82595 -3.71761
C -1.45333 7.86710 3.64515
O -1.03103 8.31782 2.59675
N -0.67837 7.34411 4.61272
C -1.22055 6.77629 5.83562
C 0.75866 7.34076 4.41165
H -2.52893 7.83634 3.88785
H -0.84040 7.30591 6.71066
H -0.94898 5.72702 5.92244
H -2.30584 6.85339 5.82740
H 1.13334 8.35673 4.28667
H 1.01987 6.78028 3.51200
H 1.23448 6.88426 5.27631

Atoms 1-6, force components in eV/Å:
N -0.1841 0.4578 -0.4290
C 0.0586 -0.4920 0.4353
N 0.0994 0.6216 -0.3598
C -0.0633 0.1248 0.0830
C 0.1676 -0.2661 -0.1651
C -0.2517 0.0289 -0.0721


LUMO of number 2 (C25H56F5N10O6)?
-0.14431 hartree


The highest LUMO belongs to which entry?
C25H56Cl4O12


Which formula does entry 2 have?
C25H56F5N10O6